18
Properties=species:S:1:pos:R:3:forces:R:3 method="wB97M-V/def2-TZVPD" relative_energy_kj_mol=224.8 total_energy_ha=-894.69491 spin_multiplicity=3 lumo_energy_ha="0.0211 / -0.0662" max_force_ev_per_a=5.422
C -0.60960 0.71927 -0.87844 -1.675 0.726 1.056
C 0.24499 -0.29114 -1.03242 2.543 -4.032 -1.865
C -0.02509 -0.44407 1.82347 -3.458 2.530 -3.323
C -1.54751 0.71980 0.32365 -2.027 -1.362 -0.243
C 1.23405 -0.29733 -2.22073 1.166 -2.784 0.940
N 0.51853 -1.19016 2.57204 1.222 -0.105 4.573
N 0.15204 -1.45551 -0.23609 -1.982 1.400 -1.035
N -0.77350 0.56593 1.51334 1.436 -0.781 1.834
O -0.69295 1.68183 2.38386 0.276 4.465 -0.969
Cl 1.26626 -2.63658 0.06629 0.825 0.215 -1.521
H -0.57645 1.56302 -1.55475 -0.039 -0.112 -0.080
H -2.38665 1.50822 0.43390 1.999 -0.760 -0.261
H -2.17397 -0.23885 0.36584 0.725 1.041 -0.878
H 2.26620 -0.33961 -1.80056 -0.590 0.185 -0.360
H 1.08952 0.58449 -2.71509 -0.035 2.446 -1.380
H 1.23829 -1.11822 -3.05577 -0.692 1.046 2.010
H 1.17367 -1.82371 2.24614 1.067 -1.619 -0.570
H -0.39782 2.49262 1.76531 -0.760 -2.498 2.071